A gas-phase ion, H4NOP2 (charge -1) in a non-equilibrium geometry. Source: the Open Molecules 2025 dataset; level of theory: ωB97M-V with the def2-TZVPD basis set.

CARTESIAN COORDINATES (ANGSTROEM)
O -2.55822 0.17467 -0.02236
P -1.14007 -0.16010 -0.03336
N -0.06523 1.05541 0.01926
P 1.56082 1.11450 -0.10198
H -0.83925 -1.10122 0.91397
H -0.81802 -1.25692 -0.97787
H 2.22075 0.46059 1.06799
H 1.63923 -0.28692 -0.86565

ΔE to the lowest compared entry with this formula, charge and spin, kJ/mol: 44.08
Structure (SMILES): [O-][PH2]=NP
HOMO-LUMO gap, eV: 8.63
HOMO level, eV: -3.9
LUMO level, eV: 4.774
Charge: -1

2 unconnected molecules or ions with the total composition C9H8N2O in a non-equilibrium geometry. Source: the Open Molecules 2025 dataset; level of theory: ωB97M-V with the def2-TZVPD basis set.

CARTESIAN COORDINATES (ANGSTROEM)
C -2.59536 1.85218 -0.92851
C 0.91110 -2.53181 -1.27229
C 2.01717 -1.95402 -0.65589
C -0.34677 -2.14007 -0.90122
C 1.89682 -1.03021 0.36968
C -0.53589 -1.11769 0.07652
C 0.59538 -0.47390 0.66032
C 0.35879 0.61186 1.45117
C 0.21247 2.96794 2.05400
N -1.99342 1.17313 -1.73058
N 0.20606 1.74319 1.74070
O -3.09983 2.42900 -0.08536
H 1.00926 -3.31778 -1.98665
H 2.96392 -2.30329 -0.87117
H -1.23788 -2.61638 -1.28229
H 2.68949 -0.58923 0.83198
H -1.50471 -0.96791 0.57044
H -0.64403 3.48568 2.41871
H 1.06858 3.58553 2.29012
H -1.97117 1.19380 -2.74968

ΔE to the lowest compared entry with this formula, charge and spin, kJ/mol: 369.71
HOMO-LUMO gap (spin up / spin down), eV: 7.51 / 7.51
HOMO level (spin up / spin down), eV: -6.8 / -6.8
LUMO level (spin up / spin down), eV: 0.703 / 0.703
Charge: 0

A molecular structure, C29H38NOsS in a non-equilibrium geometry. Source: the Open Molecules 2025 dataset; level of theory: ωB97M-V with the def2-TZVPD basis set.

CARTESIAN COORDINATES (ANGSTROEM)
Os 0.37561 -0.23866 0.35857
C 0.84208 0.83517 2.36329
C 2.03058 0.28336 1.73346
C 2.46706 1.29204 0.74768
C 1.56040 2.34603 0.81462
C 0.54131 2.06258 1.76601
C -0.58325 3.00606 2.15112
C -0.94025 3.92201 0.97856
C -0.10750 3.86775 3.32997
C -1.83286 2.23671 2.57701
C 3.57266 1.25639 -0.31808
C 3.44108 2.47961 -1.23335
C 3.48888 0.03505 -1.24763
C 4.96781 1.33020 0.32278
C 2.84715 -0.73647 2.54841
C 3.73320 0.04306 3.53594
C 3.72523 -1.68686 1.73564
C 1.91070 -1.62422 3.38033
H 0.34642 0.41468 3.22131
H 1.52027 3.16782 0.11993
H -0.11937 4.60447 0.74396
H -1.81750 4.52717 1.22912
H -1.15715 3.33807 0.07998
H 0.81529 4.39250 3.07093
H 0.09265 3.24658 4.20738
H -0.86656 4.61127 3.59876
H -2.22313 1.64519 1.75068
H -2.61113 2.93664 2.89927
H -1.62311 1.55774 3.40800
H 2.47720 2.48285 -1.74678
H 4.23221 2.44471 -1.98763
H 3.54370 3.41681 -0.68158
H 2.51536 -0.00371 -1.73525
H 3.61267 -0.91041 -0.72567
H 4.27256 0.11501 -2.01156
H 5.03985 2.19711 0.98607
H 5.72895 1.43633 -0.45773
H 5.21824 0.44493 0.90243
H 4.45894 0.67474 3.02226
H 4.28019 -0.64658 4.19026
H 3.11271 0.69115 4.16220
H 4.49517 -1.17674 1.16287
H 3.11711 -2.26774 1.04126
H 4.23086 -2.37717 2.41957
H 1.41218 -1.06287 4.17375
H 2.49945 -2.41335 3.86098
H 1.15078 -2.08528 2.74789
S -0.30318 1.39967 -1.79699
C -1.79370 0.79488 -1.23709
C -3.09588 1.00970 -1.77566
C -4.18546 0.46776 -1.15510
C -4.02961 -0.30857 0.00689
C -2.75260 -0.51343 0.46590
N -1.67634 0.01023 -0.13481
H -3.18392 1.60734 -2.67156
H -5.17754 0.63495 -1.56169
H -4.86954 -0.74792 0.52623
H -2.53716 -1.11029 1.34240
C 0.50644 -1.89480 -0.02031
C 0.21099 -3.31973 -0.20661
C -1.09781 -3.71459 -0.49909
C -1.40718 -5.05278 -0.69201
C -0.42320 -6.03173 -0.58803
C 0.87984 -5.64707 -0.30225
C 1.19632 -4.30484 -0.12233
H -1.86419 -2.95263 -0.58024
H -2.42880 -5.33249 -0.92214
H -0.67009 -7.07609 -0.73144
H 1.66249 -6.39353 -0.22757
H 2.21941 -4.01126 0.07833

ΔE to the lowest compared entry with this formula, charge and spin, kJ/mol: 158.96
HOMO-LUMO gap (spin up / spin down), eV: 4.85 / 4.85
HOMO level (spin up / spin down), eV: -2.1 / -2.1
LUMO level (spin up / spin down), eV: 2.784 / 2.784
Charge: -1